29
Properties=species:S:1:pos:R:3:forces:R:3:mulliken_charge:R:1 method="wB97M-V/def2-TZVPD" homo_lumo_gap_ha=0.3518 relative_energy_ev=1.451 lumo_energy_ev=0.73 smiles=C[C@@H](O)[C@](C)(N)C(C)(C)C
C -0.84419 0.24347 -0.05979 3.41 -0.06 -0.06 1.1469
C 0.94591 0.47748 0.00030 -1.31 1.00 0.64 1.7691
C -0.92379 -1.14507 -0.64851 -4.54 -0.55 -0.63 0.1722
C -1.48340 0.40180 1.31868 0.10 -0.26 -0.09 -1.9213
C 1.58845 -0.12907 1.25676 -0.05 -0.02 0.05 -1.7207
C 1.71238 -0.00666 -1.23959 -0.39 -0.23 0.05 -1.8034
C 1.13645 2.00501 0.09102 0.07 -0.10 -0.07 -1.9176
C -0.52323 -2.37006 0.13820 -0.07 -0.03 0.07 -1.5552
N -1.46299 1.17870 -0.96782 -0.27 -0.33 0.05 -0.6070
O -2.51392 -1.37317 -0.87858 2.31 0.22 0.19 -0.6583
H -2.83422 -0.54546 -1.28482 0.38 -0.32 0.34 0.3582
H -0.56268 -1.19532 -1.67580 0.31 0.20 0.16 0.5386
H -1.08549 1.15050 -1.90974 0.04 0.36 0.29 0.2520
H -1.57693 2.10729 -0.57431 0.26 -0.21 -0.39 0.2812
H -2.55451 0.17932 1.26750 0.20 0.03 -0.16 0.3847
H -1.04917 -0.28124 2.05023 0.02 0.12 -0.07 0.3571
H -1.37122 1.42219 1.69715 0.10 -0.06 -0.08 0.4235
H 1.14405 0.26424 2.17593 -0.03 -0.07 -0.12 0.3519
H 1.54421 -1.21703 1.28534 -0.14 0.01 0.01 0.2807
H 2.65662 0.12176 1.30258 -0.14 0.10 -0.15 0.4778
H 1.75347 -1.09724 -1.30405 -0.12 0.04 -0.05 0.3326
H 1.27647 0.38318 -2.16407 0.02 -0.04 0.00 0.3402
H 2.75865 0.32434 -1.20666 -0.23 0.13 0.13 0.4842
H 0.60869 2.43426 0.94737 -0.01 -0.06 -0.02 0.3401
H 0.78552 2.51314 -0.81177 0.02 -0.06 0.07 0.3927
H 2.19852 2.25711 0.20881 -0.13 -0.10 -0.01 0.4664
H -1.11113 -3.21753 -0.22710 0.15 0.18 -0.11 0.4581
H -0.74805 -2.28423 1.20270 0.09 0.12 -0.07 0.2620
H 0.53554 -2.60167 0.01004 -0.07 0.01 0.04 0.3132